Record 1
C4H16N2O2 | wB97M-V/def2-TZVPD

Its charge is 0. The energy above the lowest of the compared OMol25 structures with the same formula, charge and spin is 55.0 kcal/mol. The calculation puts the HOMO-LUMO gap at 0.346 hartree. As for the LUMO energy: 0.6 eV. As for the structure (SMILES): CNCCCN.O.O.

```
24
C4H16N2O2 wB97M-V/def2-TZVPD
C -1.06506 -2.09340 0.53188
N -0.33180 -0.98942 1.07695
C 1.08297 -1.27717 1.09191
C 1.76516 0.10595 1.17196
C 1.91756 0.63066 -0.29000
N 0.68594 1.38390 -0.86428
H -1.04202 -2.34207 -0.49968
H -2.07235 -1.75632 0.79529
H -0.75787 -2.97832 1.17278
H -0.55858 -0.13830 0.62418
H 1.54277 -1.94156 0.32008
H 1.22506 -1.85350 2.04655
H 0.93586 0.69748 1.82123
H 2.73199 -0.02340 1.68894
H 2.63332 1.44072 -0.37658
H 2.14607 -0.23243 -0.95502
H 0.00387 0.70896 -1.13713
H 0.44103 2.08079 -0.23964
O -1.44803 -0.19297 -2.69218
H -1.74197 -0.54582 -1.81439
H -0.68599 0.32475 -2.39100
O -1.80943 2.03602 0.48464
H -1.22513 2.72672 0.43658
H -2.19904 2.13019 -0.35503
```

Atom charges from the Mulliken analysis, given in e for atoms 1 to 5:
1. C -1.1590
2. N -0.1999
3. C -0.5889
4. C -0.4623
5. C -0.5577

=====

Record 2
C4H16N2O6 | wB97M-V/def2-TZVPD

Its charge is 0. The energy above the lowest of the compared OMol25 structures with the same formula, charge and spin is 48.2 kcal/mol. The calculation puts the HOMO-LUMO gap at 0.355 hartree. As for the LUMO energy: 0.2 eV. As for the structure (SMILES): C[C@@H](C=O)NC(N)=O.O.O.O.O.

```
28
C4H16N2O6 wB97M-V/def2-TZVPD
C 0.37384 3.01009 2.28270
C 0.77300 1.64418 1.66442
C 1.06843 0.43123 2.64138
O 0.27412 0.44889 3.54077
N -0.49447 1.16855 1.00344
C -0.55516 -0.16109 0.47976
N -1.68265 -0.40274 -0.24862
O 0.40825 -0.88293 0.71619
H 1.21934 3.61505 2.32528
H -0.37490 3.53204 1.66638
H -0.04370 2.85371 3.25178
H 1.47624 1.83148 0.81053
H 1.90081 -0.29263 2.46953
H -1.21896 1.49465 1.62394
H -1.88978 0.31458 -0.91790
H -1.76011 -1.21277 -0.86990
O -1.00927 -2.48849 -2.23950
H -0.73175 -3.41749 -2.17449
H -0.35888 -1.77738 -2.40264
O 0.32093 -0.48058 -4.59840
H 0.10144 0.43564 -4.71821
H 1.04250 -0.74298 -4.03456
O 1.75799 -3.14480 -0.56941
H 1.53022 -2.36238 -0.05912
H 0.93434 -3.45174 -0.96538
O -1.06821 1.58644 -1.92824
H -1.64959 1.94034 -1.23558
H -0.27326 2.10953 -1.70008
```

Atom charges from the Mulliken analysis, given in e for atoms 1 to 5:
1. C -1.4812
2. C 0.1847
3. C 0.0053
4. O -0.5055
5. N -0.2399

=====

Record 3
C4H16N3O | wB97M-V/def2-TZVPD

Its charge is +1. The energy above the lowest of the compared OMol25 structures with the same formula, charge and spin is 63.3 kcal/mol. The calculation puts the HOMO-LUMO gap at 0.388 hartree. As for the LUMO energy: -2.8 eV.

```
24
C4H16N3O wB97M-V/def2-TZVPD
N -0.79757 0.49717 -0.76878
C 0.26120 1.14360 0.18997
C -0.19500 0.84137 1.59273
C -0.48864 -0.65065 2.12922
N -0.37311 -1.77112 1.21348
C 0.34641 2.70897 -0.02530
N 0.96284 2.80565 -1.40694
H -0.52994 0.45763 -1.74965
H -0.93399 -0.62823 -0.46753
H -1.59111 0.99073 -0.61743
H 1.30776 0.81527 -0.05942
H -0.99645 1.41639 2.17975
H 0.59394 1.27019 2.15150
H -1.56193 -0.42221 2.51088
H 0.05831 -0.80492 3.16515
H -1.09487 -2.61281 1.29365
H 0.50157 -2.24242 1.32461
H -0.75332 3.15829 -0.06419
H 0.92277 3.34279 0.70830
H 1.88010 2.26678 -1.34685
H 1.10761 3.77661 -1.73263
H 0.13582 -5.55224 -4.08679
H 0.80813 -5.73663 -2.79202
O 0.42947 -5.07023 -3.34173
```

Atom charges from the Mulliken analysis, given in e for atoms 1 to 5:
1. N -0.3627
2. C 0.1908
3. C -1.3517
4. C -0.4158
5. N -0.5764

=====

Record 4
C4H16N3O | wB97M-V/def2-TZVPD

Its charge is +1. The energy above the lowest of the compared OMol25 structures with the same formula, charge and spin is 30.7 kcal/mol. The calculation puts the HOMO-LUMO gap at 0.378 hartree. As for the LUMO energy: -2.8 eV.

```
24
C4H16N3O wB97M-V/def2-TZVPD
N -0.39180 1.02963 -1.03821
C 0.93750 1.62460 -0.71542
C 1.50025 1.36085 0.74819
N 0.60786 0.52371 1.49801
C 0.99707 -0.88046 1.61838
C 0.42121 -1.65617 0.45399
N -1.05078 -1.38712 0.32962
H -1.17701 1.61346 -0.75828
H -0.52380 0.15985 -0.49104
H -0.49143 0.95956 -2.03594
H 0.90167 2.71806 -0.71013
H 1.60295 1.29493 -1.50852
H 1.65600 2.33141 1.19925
H 2.45210 0.85982 0.58514
H 0.16530 0.87983 2.31994
H 2.09195 -0.91498 1.69121
H 0.59617 -1.41682 2.48533
H 0.46065 -2.74466 0.57547
H 0.90376 -1.59179 -0.52003
H -1.56921 -2.24022 0.20981
H -1.31755 -0.65675 0.97983
H -2.44003 -1.00704 -1.48998
H -2.26159 -0.99172 -2.99532
O -2.27480 -0.39364 -2.22179
```

Atom charges from the Mulliken analysis, given in e for atoms 1 to 5:
1. N -0.1245
2. C -0.5957
3. C -0.6454
4. N -0.2899
5. C -0.6385

=====

Record 5
C4H16N7O | wB97M-V/def2-TZVPD

Its charge is +1. The energy above the lowest of the compared OMol25 structures with the same formula, charge and spin is 0.0 kcal/mol. The calculation puts the HOMO-LUMO gap (alpha / beta) at 0.157 / 0.168 hartree. As for the LUMO energy (alpha / beta): -2.9 / -7.9 eV. The multiplicity is 3.

```
28
C4H16N7O wB97M-V/def2-TZVPD
C 0.06464 -1.12184 0.17195
C -0.21571 1.51103 0.58650
C -0.92120 -0.90913 -0.99617
C 0.82352 0.30805 0.38354
N 0.94893 -2.22434 -0.02461
N -0.97514 1.60126 -0.62895
N -0.95468 1.30873 1.74832
N -0.47131 -0.64105 -2.17825
N 1.72272 0.17541 1.62158
N 1.60966 0.47568 -0.90877
N -2.20290 -0.99765 -0.79336
O -0.67744 -1.44507 1.32020
H 0.49681 2.33174 0.75048
H 0.86277 -2.86869 0.65481
H 1.25714 -2.43871 -0.92981
H -0.25399 1.80129 -1.26964
H -1.57890 2.46336 -0.59803
H -1.92971 0.97628 1.71908
H -0.49321 1.63584 2.58580
H 0.37644 0.00599 -2.04868
H -0.99785 -0.29971 -2.97145
H 2.34340 0.98865 1.60591
H 2.39622 -0.58897 1.43571
H 2.32518 -0.29108 -1.01854
H 2.21217 1.29770 -0.86009
H -2.47912 -1.37823 0.13597
H -2.93782 -0.79216 -1.57438
H -0.35061 -0.88437 2.08089
```

Atom charges from the Mulliken analysis, given in e for atoms 1 to 5:
1. C 1.1872
2. C -0.4624
3. C -0.6516
4. C -0.3015
5. N -0.4793

=====

Record 6
C4H16N8Na3O24S5V | wB97M-V/def2-TZVPD

Its charge is -4. The calculation puts the HOMO-LUMO gap (alpha / beta) at 0.127 / 0.126 hartree. As for the LUMO energy (alpha / beta): 5.6 / 5.6 eV. The multiplicity is 3.

```
61
C4H16N8Na3O24S5V wB97M-V/def2-TZVPD
Na -10.39662 29.06840 30.09480
Na -9.39478 34.33788 27.95236
Na -13.64620 30.47004 29.80487
V -10.21894 30.34383 26.30863
S -7.37547 32.21602 25.79571
O -7.10383 32.36893 24.36341
O -7.82860 33.48375 26.37706
O -8.50110 31.32738 25.93090
O -6.17470 31.72001 26.50077
S -11.09448 31.89924 29.17691
O -10.44923 31.20280 28.07178
O -12.43876 32.30727 28.71354
O -11.37366 30.96084 30.26684
O -10.30333 33.04121 29.62786
S -9.10293 27.52932 27.82895
O -9.86666 26.43646 27.25081
O -9.70864 28.78292 27.36498
O -9.05334 27.47003 29.27803
O -7.75562 27.40973 27.35154
S -11.43134 33.16486 24.90760
O -12.85336 33.23154 24.82311
O -11.05789 31.82883 25.33589
O -10.71512 33.43715 23.67020
O -10.96794 34.13522 25.93334
S -12.96487 28.71147 27.29954
O -13.12054 27.38946 26.58960
O -12.10540 29.56376 26.52332
O -14.28015 29.34498 27.43878
O -12.37187 28.53266 28.62501
C -7.60031 30.47999 29.45792
O -8.03087 29.91992 30.45336
N -7.61334 31.74318 29.38243
N -6.95127 29.88909 28.40495
H -7.06323 32.12346 28.62554
H -8.28796 32.28014 29.90841
H -7.09965 28.89125 28.35576
H -6.56676 30.41728 27.63472
C -11.22238 33.57107 33.11234
O -11.38359 34.16688 34.13806
N -11.08690 34.25058 32.05015
N -10.98987 32.30258 32.83340
H -10.85348 33.77726 31.18899
H -11.07885 35.25074 32.19052
H -11.23074 31.98668 31.90480
H -11.11871 31.64757 33.59133
C -15.90721 32.23741 28.41288
O -15.95819 31.59741 29.42448
N -14.83937 32.72992 27.86133
N -16.96149 32.45625 27.67587
H -13.87661 32.55777 28.11344
H -15.07156 33.50127 27.25206
H -17.82048 32.53366 28.20146
H -16.84550 32.76648 26.72172
C -13.52585 35.80126 29.00065
O -14.47415 35.55003 28.26804
N -12.98315 36.98596 29.10493
N -12.84200 34.98870 29.70477
H -12.13735 37.04027 29.65427
H -13.35798 37.68633 28.48115
H -12.78379 33.98863 29.57602
H -12.08872 35.41360 30.22643
```

Atom charges from the Mulliken analysis, given in e for atoms 1 to 5:
1. Na 0.8234
2. Na 0.9448
3. Na 0.7696
4. V 0.9206
5. S 1.0390